Entry 1:
Entry from OMol25: the ion C8H12F2NO with charge +1 (ωB97M-V/def2-TZVPD).

Its HOMO energy is -0.50948 Eh. The charge is +1. For the gap between HOMO and LUMO, the calculation gives 10.18 eV. The relative energy (zero: lowest compared OMol25 entry of this formula, charge and spin) comes out at 0.0 kJ/mol. As for the SMILES: C=C1[C@H]([NH3+])C=C(F)[C@@](C)(O)[C@H]1F.

Each line ends with the Löwdin charge.
Positions of all 24 atoms, in Å:
C: -0.06674 -1.57684 -0.74561  0.0273
C: 1.07662 -1.06849 -0.38693  -0.2484
C: -1.22750 0.60681 -0.47258  -0.1974
C: -1.88976 1.39283 -1.26749  0.1466
C: -1.40062 -0.92976 -0.49858  -0.1261
C: -0.06317 1.08014 0.35261  -0.1896
C: 1.28665 0.36673 -0.02147  -0.4121
C: 2.37643 0.57345 1.08295  0.0318
N: -1.81997 -1.42174 0.98627  0.2698
O: 1.77329 0.79865 -1.29469  0.0333
F: 2.12805 -1.82676 -0.42918  0.1738
F: 0.21748 2.47141 0.21085  0.0243
H: -0.17437 -2.56427 -0.98929  0.1068
H: -1.66562 2.44003 -1.30133  0.0955
H: -2.50660 1.03788 -1.99709  0.0623
H: -2.05024 -1.37892 -1.27700  0.1705
H: -0.04212 0.78932 1.42426  0.1409
H: 3.03676 1.43265 0.83743  0.1072
H: 3.02490 -0.29146 1.23415  0.0855
H: 1.78570 0.77151 2.07217  0.1182
H: -1.15407 -0.96976 1.60060  0.1480
H: -1.92670 -2.44159 0.85859  0.1859
H: -2.64752 -1.05491 1.29996  0.1199
H: 1.92909 1.76308 -1.27860  0.1263

Forces on atoms 1 to 6 (eV/Å):
-2.1 0.9 1.2
-0.4 0.6 0.8
0.4 -1.6 0.8
1.1 1.6 0.5
1.5 1.2 0.0
2.0 -0.1 0.3



Entry 2:
Entry from OMol25: a structure of composition C8H12F6N2O10Zn (ωB97M-V/def2-TZVPD).

Its HOMO energy is -0.10079 Eh. The charge is -2. For the gap between HOMO and LUMO, the calculation gives 7.83 eV. The relative energy (zero: lowest compared OMol25 entry of this formula, charge and spin) comes out at 0.0 kJ/mol.

Each line ends with the Löwdin charge.
Positions of all 39 atoms, in Å:
Zn: 0.02236 0.72563 -0.94120  0.7696
C: 0.34687 -1.91169 -0.70601  -0.4582
O: -0.76978 -1.09151 -0.26309  -0.1577
O: 1.27333 -1.01552 -0.94572  -0.1263
C: 0.62902 -2.99132 0.37606  -0.5304
F: 1.87469 -3.48918 0.24904  0.1238
F: 0.46835 -2.64107 1.65534  0.1441
F: -0.19566 -4.07021 0.16926  0.0764
C: -2.06265 -1.64879 -0.12396  -0.2500
C: -2.75300 -1.93025 -1.46299  -0.0573
H: -2.56390 -1.09959 -2.14575  0.0753
H: -2.26498 -2.81304 -1.88793  0.0669
H: -3.82235 -2.10335 -1.36149  0.0652
H: -2.63784 -0.86655 0.38087  0.1072
H: -2.11791 -2.52688 0.52308  0.1108
H: 0.04765 -2.49841 -1.59608  0.1532
C: -0.87230 1.98295 1.32363  -0.4486
O: 0.43264 1.37601 1.36520  -0.1311
O: -1.29845 1.84163 0.08305  -0.1443
C: -1.68728 1.25077 2.43453  -0.5279
F: -2.99465 1.05928 2.10599  0.1011
F: -1.23580 0.03180 2.76102  0.1410
F: -1.71431 1.99538 3.56948  0.0931
C: 1.37714 1.82417 2.30296  -0.2679
C: 2.63213 0.97068 2.13494  -0.0563
H: 2.41084 -0.09236 2.23150  0.0749
H: 2.93572 1.15138 1.10163  0.0764
H: 3.41379 1.27106 2.83159  0.0651
H: 1.02619 1.75535 3.34136  0.1113
H: 1.68589 2.84785 2.05651  0.1239
H: -0.87746 3.03854 1.64834  0.1538
N: -0.35117 0.20377 -4.09554  -0.5841
O: -0.60471 0.65117 -2.93092  -0.0975
O: 0.79418 -0.12502 -4.38494  0.0012
O: -1.27793 0.12213 -4.91529  -0.0599
N: 2.70544 2.19458 -1.72909  -0.5783
O: 3.12008 1.36538 -2.52701  0.0077
O: 3.41046 3.12979 -1.31712  -0.0622
O: 1.49535 2.12545 -1.31123  -0.1042

Forces on atoms 1 to 6 (eV/Å):
1.2 0.1 -0.7
0.4 1.1 -0.5
-1.1 -1.4 0.6
0.4 -0.2 0.5
0.3 -0.4 -0.4
0.0 0.1 0.1



Entry 3:
Entry from OMol25: a cluster of 2 separate species, C8H12FN in total (ωB97M-V/def2-TZVPD).

Its HOMO energy is -0.29399 Eh. For the gap between HOMO and LUMO, the calculation gives 8.78 eV. The relative energy (zero: lowest compared OMol25 entry of this formula, charge and spin) comes out at 508.4 kJ/mol. As for the SMILES: CC(=C=N)C(C)C.C#CF.

Each line ends with the Löwdin charge.
Positions of all 22 atoms, in Å:
C: 0.51529 1.69241 0.80922  -0.1455
C: 2.93687 -0.63893 -1.40477  0.1055
C: 2.81207 -0.91446 -0.27461  -0.2345
C: -0.66653 -1.77568 0.17137  -0.0551
C: -2.30326 -0.05518 0.86302  -0.0288
C: -0.16449 0.97384 -1.40602  -0.0507
C: -0.79399 -0.40791 0.78607  -0.3802
C: -0.01971 0.69481 0.14823  -0.2773
N: 0.91405 2.70431 1.39335  0.1582
F: 2.80237 -1.25781 0.97421  0.1147
H: 2.91397 -0.38244 -2.41763  0.0290
H: 1.80419 2.99623 1.72033  0.0474
H: 0.15843 -2.27781 0.33987  0.0182
H: -0.70544 -1.61163 -0.90614  0.0889
H: -1.48586 -2.37673 0.42764  0.0724
H: -2.49138 1.05582 0.89684  0.1155
H: -2.54712 -0.54682 1.70749  0.0448
H: -2.71796 -0.35782 0.02793  0.0204
H: 0.36664 1.81654 -2.03437  0.1162
H: -1.24570 1.08254 -1.65155  0.0767
H: 0.20497 0.13665 -1.94366  0.0168
H: -0.28743 -0.54994 1.77316  0.1474

Forces on atoms 1 to 6 (eV/Å):
1.4 1.1 1.1
0.0 0.4 -1.8
0.1 -0.9 3.2
-2.9 3.0 -2.7
4.0 4.0 1.5
-0.3 1.1 -0.4



Entry 4:
Entry from OMol25: the molecule C8H12IO4P (ωB97M-V/def2-TZVPD).

Its expectation value of S² is 2.058. Its HOMO energy (spin up / spin down) is -0.24934 / -0.32471 Eh. For the gap between HOMO and LUMO (spin up / spin down), the calculation gives 6.22 / 6.66 eV. The multiplicity is 3.

Each line ends with the Löwdin charge.
Positions of all 26 atoms, in Å:
C: -2.11769 3.44463 -1.90185  -0.2269
C: -2.10915 3.92182 -0.53610  -0.1763
C: -1.18349 2.59350 -2.33269  -0.6330
C: -0.36135 2.55395 -0.13080  0.0019
C: -1.08639 -1.90297 2.34604  -0.0735
C: 2.43731 -0.50667 -0.26282  -0.0598
C: -1.28444 -0.44134 2.21433  -0.2553
C: 1.52468 0.23469 -1.19485  -0.2668
O: -2.31961 0.55069 -0.20835  -0.2488
O: -1.32228 3.36199 0.26124  -0.0587
O: -0.28868 0.20267 1.35369  -0.2222
O: 0.09867 -0.07832 -1.04661  -0.2804
P: -0.86504 0.79157 0.00208  0.5158
I: -0.75864 1.64993 -4.11445  0.8855
H: -2.93246 3.77381 -2.61990  0.1308
H: -2.63817 4.73199 -0.19213  0.0981
H: -0.32649 -2.10468 2.97781  0.0392
H: -1.97075 -2.31803 2.76520  0.0764
H: -0.99475 -2.40267 1.38419  0.0945
H: 2.10418 -1.48526 -0.17418  0.0618
H: 3.38364 -0.53361 -0.61609  0.0393
H: 2.40429 -0.01349 0.72857  0.0945
H: -1.03234 -0.02061 3.24360  0.1375
H: -2.30070 -0.13582 1.81083  0.1185
H: 1.68484 0.09938 -2.28476  0.1034
H: 1.45968 1.37116 -0.98258  0.1047

Forces on atoms 1 to 6 (eV/Å):
-1.6 1.4 0.3
-3.0 0.2 -6.6
1.3 -0.4 1.6
-0.7 -1.7 -3.0
-2.0 0.1 -2.6
-2.7 2.0 1.5



Number 1: DFT total energy -641.4229 Ha, maximum force 3.53 eV/Å. Number 2: DFT total energy -3552.3847 Ha, maximum force 1.87 eV/Å. Number 3: DFT total energy -466.4337 Ha, maximum force 5.87 eV/Å. Number 4: DFT total energy -1251.8062 Ha, maximum force 7.25 eV/Å.